A structure of composition C29H43CdN3O6P, computed with ωB97M-V/def2-TZVPD.

Geometry as XYZ:
```
83
Properties=species:S:1:pos:R:3:forces:R:3:mulliken_charge:R:1
Cd 1.483356 0.109597 -0.150059 0.03 0.04 0.03 3.53
C 3.107171 2.969218 -0.882446 0.01 0.01 0.00 -1.45
N 1.897515 2.588658 -0.163643 -0.04 -0.02 0.00 1.04
C 1.995367 2.928959 1.257804 0.00 0.00 0.01 -0.74
C 3.075347 2.136320 2.007869 0.00 -0.02 0.01 -0.92
C 2.531315 1.048760 2.919043 0.02 0.00 -0.01 -1.14
N 1.948090 -0.055659 2.155052 -0.05 0.00 -0.03 0.03
C 1.510586 -1.031853 2.858125 0.04 -0.01 0.01 -0.72
C 0.891949 -2.268785 2.450006 -0.05 0.03 -0.01 1.09
C 0.413112 -3.077265 3.499465 -0.02 0.00 0.00 -0.64
C -0.225401 -4.272539 3.286183 -0.01 0.00 0.00 -0.81
C -0.392557 -4.701888 1.956886 0.01 0.00 0.01 -0.29
C 0.069870 -3.956453 0.907983 -0.01 0.01 -0.01 -0.61
C 0.733782 -2.700776 1.091023 0.03 -0.01 -0.01 0.30
O 1.152815 -2.063655 0.072286 -0.04 0.00 -0.03 -0.76
C 0.722118 3.273105 -0.729704 0.01 0.02 -0.03 -0.98
C 0.463200 3.066659 -2.221088 0.00 -0.01 0.00 -0.89
C 0.152451 1.639958 -2.675940 -0.01 0.02 0.01 0.16
N 1.249293 0.741956 -2.375054 -0.01 -0.13 0.00 0.62
C 1.922301 0.230538 -3.329009 0.02 0.05 -0.01 -0.43
C 3.122134 -0.573148 -3.220026 -0.02 -0.02 0.00 0.67
C 3.554528 -1.211819 -4.393759 0.00 0.00 0.00 -0.66
C 4.687794 -1.987649 -4.440423 0.00 0.00 0.00 -0.78
C 5.439723 -2.125013 -3.262806 0.00 0.00 0.00 -0.37
C 5.063638 -1.500858 -2.102569 0.01 0.00 0.00 -0.86
C 3.891501 -0.688623 -2.013349 0.03 0.03 0.00 0.13
O 3.613614 -0.090246 -0.916874 -0.01 -0.04 -0.01 -0.51
H 3.210352 4.066997 -0.914226 0.00 0.00 0.00 0.31
H 3.074765 2.578129 -1.895553 0.01 0.01 -0.01 0.25
H 3.987780 2.538949 -0.414293 -0.01 0.00 -0.01 0.32
H 1.014477 2.725630 1.697485 0.01 0.00 0.01 0.28
H 2.175504 4.012542 1.362643 0.01 0.00 -0.01 0.57
H 3.676871 2.820097 2.611490 0.00 0.00 0.00 0.30
H 3.755904 1.657475 1.300243 0.00 0.01 0.01 0.16
H 1.778303 1.469328 3.598051 -0.01 0.01 -0.02 0.35
H 3.350557 0.665747 3.537655 -0.01 0.00 0.02 0.52
H 1.594904 -0.940279 3.951660 0.02 -0.01 0.00 0.21
H 0.553854 -2.720500 4.516185 0.00 0.00 0.00 0.25
H -0.588874 -4.866999 4.113830 0.00 0.00 0.00 0.37
H -0.896855 -5.641745 1.758151 0.00 0.00 0.00 0.36
H -0.060179 -4.283645 -0.116133 0.00 0.00 0.00 0.42
H 0.842784 4.358888 -0.563882 0.00 0.00 0.00 0.24
H -0.159513 2.952791 -0.179147 0.00 0.00 0.01 0.21
H 1.290555 3.463768 -2.817439 0.00 -0.01 0.00 0.32
H -0.415184 3.674638 -2.452623 0.00 0.00 0.00 0.54
H -0.058356 1.647070 -3.755654 0.00 0.00 0.00 0.49
H -0.740870 1.293806 -2.158752 0.00 0.00 0.00 -0.81
H 1.587614 0.421658 -4.360552 0.01 0.01 0.00 0.10
H 2.955712 -1.081874 -5.290958 0.00 0.00 0.00 0.32
H 4.992177 -2.476345 -5.356357 0.00 0.00 0.00 0.37
H 6.337361 -2.734510 -3.269778 0.00 0.00 0.00 0.36
H 5.645029 -1.607029 -1.194825 0.00 0.00 0.00 0.38
C -3.523589 0.574145 -2.871872 0.03 -0.01 0.02 -1.66
C -3.827688 -0.173009 -1.577127 -0.02 -0.01 0.03 1.78
C -5.000895 0.472351 -0.846826 -0.01 0.01 0.00 -1.51
C -4.127319 -1.637778 -1.867156 0.00 -0.01 -0.01 -1.73
O -2.644721 -0.210835 -0.757544 0.01 0.03 -0.04 -0.26
P -2.093542 1.016060 0.144179 0.01 -0.03 -0.07 -1.45
O -2.385370 2.322183 -0.496028 0.00 0.01 0.00 -0.84
O -0.674763 0.627117 0.459885 -0.05 0.07 0.07 0.65
O -2.984436 0.950673 1.487398 -0.02 0.01 -0.02 -0.44
C -2.852569 -0.017591 2.548153 0.02 0.01 0.03 1.76
C -1.642313 0.352760 3.398584 0.01 -0.03 -0.01 -1.03
C -4.133991 0.132040 3.357329 0.00 0.01 0.01 -1.95
C -2.738462 -1.435864 2.006430 0.00 -0.02 0.03 -1.08
H -4.396570 0.556721 -3.529293 0.00 0.01 0.01 0.53
H -2.689911 0.094159 -3.388385 0.00 0.00 0.00 0.27
H -3.255817 1.605919 -2.648189 -0.01 0.01 0.01 0.29
H -5.891673 0.419963 -1.477299 0.00 0.00 0.00 0.54
H -4.785440 1.516003 -0.619843 0.00 0.00 0.00 0.30
H -5.202843 -0.051434 0.088518 0.00 0.00 0.00 0.19
H -4.992267 -1.727723 -2.527885 0.00 0.00 0.00 0.38
H -4.334590 -2.171318 -0.938147 0.00 0.00 -0.01 0.34
H -3.265133 -2.105347 -2.344167 0.00 0.00 0.00 0.34
H -1.768422 1.360554 3.801058 0.00 0.00 0.00 0.39
H -0.744406 0.326150 2.784052 -0.01 0.01 0.02 -0.39
H -1.531725 -0.350720 4.227643 -0.01 0.00 0.00 0.43
H -4.239237 1.160115 3.707245 0.00 0.00 0.00 0.40
H -4.116352 -0.537249 4.219971 0.00 0.00 0.00 0.38
H -5.000095 -0.113602 2.740616 0.00 0.00 0.00 0.37
H -1.860006 -1.546284 1.375825 0.07 -0.03 -0.03 0.05
H -3.620744 -1.689035 1.415083 0.01 0.00 0.01 0.13
H -2.654394 -2.141213 2.835596 0.00 -0.01 0.01 0.62
```
Positions in Å, forces in eV/Å.

Calculated values
**Orbital gap**: 7.52 eV
**2S+1**: 1
**HOMO**: -4.69 eV
**Net charge**: -1
**Max |F|**: 0.0026 hartree/bohr